Record 1
C6H10 in the gas phase. Source: OMol25; level of theory: ωB97M-V/def2-TZVPD.

```
16
Properties=species:S:1:pos:R:3:mulliken_charge:R:1
C -1.7860 -0.8802 0.8901 -1.28
C -0.5157 -0.5148 0.1972 0.54
C 0.7329 -0.8495 0.5245 -0.44
C 1.7320 0.0385 -0.1946 -0.59
C 0.8310 1.2345 -0.5606 -0.61
C -0.4897 0.5379 -0.8977 -0.63
H -1.6288 -1.6635 1.6373 0.35
H -2.1297 0.0203 1.4226 0.27
H -2.5746 -1.1778 0.1914 0.32
H 1.0085 -1.5939 1.2697 0.39
H 2.5902 0.3153 0.4270 0.31
H 2.1374 -0.4276 -1.1062 0.24
H 0.6559 1.8245 0.3490 0.26
H 1.2283 1.8944 -1.3376 0.32
H -0.4175 0.0577 -1.8861 0.25
H -1.3742 1.1842 -0.9260 0.32
```

Results
- Frontier orbital gap: 9.89 eV
- SMILES: CC1=CCCC1
- E_LUMO: 1.165 eV
- ΔE to the lowest compared entry with this formula, charge and spin: 4.6 kcal/mol
- Electronic energy: -234.59520 a.u.

---

Record 2
7 unconnected molecules or ions with the total composition C2H18N4O7. Source: OMol25; level of theory: ωB97M-V/def2-TZVPD.

```
31
Properties=species:S:1:pos:R:3:mulliken_charge:R:1
C -2.7717 0.5437 -1.0509 0.68
O -3.0859 -0.3449 -0.2641 -0.77
N -1.7155 1.3858 -0.8971 -0.29
N -3.4034 0.6450 -2.2650 -0.41
H -1.3574 1.8377 -1.7195 0.17
H -1.2906 1.6156 -0.0188 0.19
H -4.2103 0.0748 -2.4317 0.23
H -3.2168 1.3992 -2.9005 0.16
C 1.0816 0.4093 0.8091 0.42
O 1.7464 1.4150 1.1183 -0.84
N 1.0834 -0.0759 -0.4621 -0.13
N 0.1761 -0.1028 1.6636 -0.15
H 1.6982 0.3408 -1.1350 0.22
H 0.7606 -1.0285 -0.5428 0.06
H -0.4793 -0.8202 1.3951 0.15
H 0.1356 0.2732 2.5985 0.27
O 1.1882 -3.3030 -0.3779 -0.66
H 1.4352 -4.1544 -0.7541 0.30
H 0.4211 -3.4796 0.1782 0.28
O 2.7765 -2.3734 -2.4774 -0.65
H 3.6579 -2.6225 -2.1872 0.31
H 2.2034 -2.5309 -1.7112 0.42
O -1.3819 -2.4790 0.5752 -0.64
H -2.1212 -1.9003 0.3199 0.30
H -1.6568 -2.8818 1.4057 0.31
O 2.0273 3.8743 -0.0017 -0.67
H 1.9317 3.0096 0.4470 0.47
H 2.9613 4.0852 0.0689 0.29
O 0.1823 2.1365 3.6133 -0.67
H 0.5468 2.3925 2.7544 0.34
H 0.6771 2.6592 4.2499 0.30
```

Results
- Frontier orbital gap: 10.32 eV
- SMILES: NC(N)=O.NC(N)=O.O.O.O.O.O
- E_LUMO: 0.376 eV
- ΔE to the lowest compared entry with this formula, charge and spin: 0.3 kcal/mol
- Electronic energy: -832.81068 a.u.

---

Record 3
7 unconnected molecules or ions with the total composition C9H9BrCl24N. Source: OMol25; level of theory: ωB97M-V/def2-TZVPD.

```
44
Properties=species:S:1:pos:R:3:mulliken_charge:R:1
C 3.5671 1.6339 1.7262 -0.72
C 2.7748 0.4136 1.2616 0.18
Br 2.6424 0.2880 -0.6750 -0.11
C 1.3651 0.3534 1.8192 -0.56
N 0.4983 1.4489 1.2682 -0.07
H 4.2855 1.9672 0.9848 0.12
H 2.9182 2.4820 1.9673 0.15
H 4.0949 1.3860 2.6476 0.30
H 3.2730 -0.4946 1.5929 0.47
H 0.8901 -0.5836 1.5270 0.35
H 1.3730 0.3879 2.9074 -0.05
H 0.9571 2.3606 1.2668 0.33
H -0.3522 1.5135 1.8274 0.36
H 0.2364 1.1893 0.3140 0.25
C 4.0447 -3.6393 -2.2520 0.31
Cl 2.5345 -3.5495 -3.1634 -0.04
Cl 4.7602 -5.2335 -2.4520 -0.08
Cl 5.1607 -2.4019 -2.8311 -0.09
Cl 3.7119 -3.3601 -0.5326 -0.09
C -1.2329 -2.3706 -2.0525 0.21
Cl -0.5162 -3.7942 -1.3087 -0.07
Cl -0.6922 -2.2055 -3.7188 -0.08
Cl -2.9839 -2.4602 -1.9863 0.01
Cl -0.6834 -0.9244 -1.1492 -0.08
C -6.3306 -0.1751 -1.4740 0.33
Cl -6.2084 -1.9355 -1.4296 -0.07
Cl -4.9494 0.5238 -0.6036 -0.10
Cl -6.3102 0.3774 -3.1444 -0.07
Cl -7.8230 0.3425 -0.6925 -0.10
C 6.6248 4.2325 -0.8060 0.32
Cl 6.7371 4.2105 0.9602 -0.10
Cl 5.2382 3.2425 -1.3027 -0.07
Cl 6.3905 5.8849 -1.3627 -0.09
Cl 8.0954 3.5646 -1.5000 -0.08
C 1.6079 2.1690 5.7241 0.40
Cl 0.1142 2.3203 4.7594 -0.13
Cl 2.2530 0.5337 5.5391 -0.10
Cl 2.7881 3.3379 5.1333 -0.08
Cl 1.2345 2.4771 7.4042 -0.06
C -10.4072 -3.0814 -3.2587 0.31
Cl -9.8030 -4.6013 -2.5908 -0.10
Cl -9.8300 -2.8973 -4.9166 -0.10
Cl -12.1687 -3.0856 -3.2401 -0.09
Cl -9.8043 -1.7377 -2.2799 -0.02
```

Results
- Charge: +1
- Frontier orbital gap: 9.19 eV
- E_LUMO: -3.313 eV
- Electronic energy: -14021.39924 a.u.

---

Among the records above, which one has the highest frontier orbital gap?
C2H18N4O7

---

The lowest frontier orbital gap belongs to which entry?
C9H9BrCl24N